(1)
Molecular formula: CH14NO5
Method: DFT, the ωB97M-V functional and the def2-TZVPD basis

Summary:
* energy above the lowest of the compared OMol25 structures with the same formula, charge and spin: 219.8 kJ/mol
* calculated total energy: -477.14217 Eh
* strongest force on any atom: 5.08 eV/A
* Kohn-Sham gap: 9.3 eV
* HOMO energy: -13.5 eV

Structure (ORCA input):
```
! RIJCOSX wB97M-V def2-TZVPD def2/J DEFGRID3
* xyz 1 1
C -1.026 2.005 -0.734
N -1.077 1.637 0.502
H -0.667 3.033 -0.991
H -1.450 1.474 -1.536
H -1.227 0.620 0.756
H -0.740 2.232 1.296
H -2.150 3.078 2.937
H -3.467 3.247 2.138
O -2.507 2.960 2.101
H -0.600 -3.765 -2.472
H -0.779 -4.220 -4.060
O -0.061 -4.044 -3.421
H 2.219 0.315 0.059
H 1.352 0.607 1.342
O 1.480 0.997 0.410
H -0.524 -2.303 1.683
H 0.663 -2.064 0.798
O -0.154 -1.717 1.039
H 3.504 -1.556 0.466
H 3.540 -1.120 -0.983
O 2.994 -1.079 -0.196
*
```

Results of the natural (NBO) charge analysis, in e, for atoms 1 through 2: C 0.1586; N -0.5481



(2)
Molecular formula: CH14O6
Method: DFT, the ωB97M-V functional and the def2-TZVPD basis

Summary:
* energy above the lowest of the compared OMol25 structures with the same formula, charge and spin: 120.3 kJ/mol
* calculated total energy: -497.85439 Eh
* strongest force on any atom: 5.08 eV/A
* Kohn-Sham gap (spin up / spin down): 2.9 / 10.6 eV
* HOMO energy (spin up / spin down): 0.5 / -7.4 eV

Structure (ORCA input):
```
! RIJCOSX wB97M-V def2-TZVPD def2/J DEFGRID3
* xyz -1 2
C 1.530 -0.096 -2.349
O 1.413 0.427 -1.005
H 0.864 -1.033 -2.340
H 1.101 0.636 -3.054
H 2.552 -0.279 -2.660
H 0.610 0.952 -1.110
H -1.552 0.230 -1.068
H -2.309 -0.964 -1.654
O -2.423 0.005 -1.375
H -2.546 -0.224 1.825
H -3.333 0.669 2.630
O -2.485 0.226 2.656
H -0.154 -0.449 2.181
H 0.559 -1.746 2.075
O 0.138 -1.038 1.477
H -1.247 1.468 1.458
H -0.606 2.860 0.993
O -0.318 1.905 1.095
H 3.342 -0.777 -0.146
H 1.963 -1.304 0.173
O 2.901 -1.471 0.199
*
```

Results of the natural (NBO) charge analysis, in e, for atoms 1 through 2: C -0.2996; O -0.7420



(3)
Molecular formula: CH16Na3O11
Method: DFT, the ωB97M-V functional and the def2-TZVPD basis

Summary:
* calculated total energy: -1362.32892 Eh
* strongest force on any atom: 5.64 eV/A
* Kohn-Sham gap (spin up / spin down): 2.7 / 8.0 eV
* HOMO energy (spin up / spin down): -3.8 / -9.3 eV

Structure (ORCA input):
```
! RIJCOSX wB97M-V def2-TZVPD def2/J DEFGRID3
* xyz 0 2
Na 7.100 -19.588 8.684
Na 10.839 -16.453 4.459
Na 7.234 -15.316 5.361
C 8.297 -17.822 6.534
O 8.958 -18.485 7.323
O 8.759 -17.472 5.429
O 7.265 -17.274 6.934
O 11.164 -16.561 7.185
H 12.005 -16.868 7.525
H 10.571 -17.302 7.306
O 7.414 -20.207 4.805
H 7.822 -19.452 5.229
H 6.862 -19.830 4.121
O 11.270 -20.082 8.048
H 11.336 -19.875 8.980
H 10.366 -19.868 7.818
O 8.622 -14.608 7.307
H 9.108 -14.253 6.562
H 8.930 -15.511 7.386
O 4.773 -17.946 6.067
H 4.790 -17.716 5.138
H 5.564 -17.546 6.428
O 9.290 -17.140 9.800
H 9.301 -17.625 8.975
H 10.195 -16.854 9.922
O 8.348 -16.961 2.752
H 8.342 -17.129 3.694
H 7.437 -16.756 2.539
O 5.936 -15.969 8.932
H 5.802 -15.152 8.451
H 6.288 -16.576 8.280
*
```

Results of the natural (NBO) charge analysis, in e, for atoms 1 through 2: Na 0.9856; Na 0.6054



(4)
Molecular formula: CH16O6
Method: DFT, the ωB97M-V functional and the def2-TZVPD basis

Summary:
* energy above the lowest of the compared OMol25 structures with the same formula, charge and spin: 11.3 kJ/mol
* calculated total energy: -499.09284 Eh
* strongest force on any atom: 1.47 eV/A
* Kohn-Sham gap (spin up / spin down): 2.4 / 10.5 eV
* HOMO energy (spin up / spin down): 0.7 / -7.5 eV

Structure (ORCA input):
```
! RIJCOSX wB97M-V def2-TZVPD def2/J DEFGRID3
* xyz -1 2
C 2.610 1.953 2.403
H 2.615 0.949 1.953
H 3.636 2.190 2.685
H 2.220 2.614 1.627
H 1.917 1.876 3.246
H -0.854 -1.733 -2.246
H -1.145 -2.673 -3.407
O -1.280 -1.747 -3.147
H 2.362 -0.099 -1.249
H 1.088 0.405 -1.522
O 1.499 -0.111 -0.781
H -0.610 -2.795 -0.336
H 0.270 -1.484 -0.443
O -0.633 -1.852 -0.517
H -0.665 0.472 -0.059
H -0.242 1.747 0.590
O -1.018 1.308 0.252
H 0.359 0.873 -3.543
H -0.482 1.981 -2.898
O 0.225 1.348 -2.704
H -3.438 -1.245 3.077
H -4.669 -2.038 3.342
O -3.764 -1.939 3.675
*
```

Results of the natural (NBO) charge analysis, in e, for atoms 1 through 2: C -0.9175; H 0.2296



(5)
Molecular formula: CH16O6
Method: DFT, the ωB97M-V functional and the def2-TZVPD basis

Summary:
* energy above the lowest of the compared OMol25 structures with the same formula, charge and spin: 192.0 kJ/mol
* calculated total energy: -499.07878 Eh
* strongest force on any atom: 6.65 eV/A
* Kohn-Sham gap: 11.6 eV
* HOMO energy: -11.2 eV
* SMILES: C.O.O.O.O.O.O

Structure (ORCA input):
```
! RIJCOSX wB97M-V def2-TZVPD def2/J DEFGRID3
* xyz 0 1
C -3.050 -0.647 -4.129
H -2.231 -1.346 -4.067
H -3.739 -0.904 -3.377
H -3.463 -0.791 -5.167
H -2.748 0.360 -4.052
O 0.824 -1.621 1.436
H -0.124 -1.579 1.630
H 1.288 -1.923 0.715
O -0.324 1.579 1.987
H 0.344 1.732 2.559
H -0.436 0.653 2.048
O 2.390 1.248 0.764
H 2.691 2.120 0.459
H 1.593 1.368 1.293
O 0.270 1.877 -1.504
H -0.457 2.355 -1.213
H 0.833 1.666 -0.714
O -0.639 -0.717 3.900
H 0.181 -1.252 3.908
H -1.183 -1.102 4.464
O 2.764 -1.377 -0.287
H 2.606 -0.961 -1.053
H 2.610 -0.739 0.400
*
```

Results of the natural (NBO) charge analysis, in e, for atoms 1 through 2: C -0.8412; H 0.2121



(6)
Molecular formula: CH16O6
Method: DFT, the ωB97M-V functional and the def2-TZVPD basis

Summary:
* energy above the lowest of the compared OMol25 structures with the same formula, charge and spin: 100.3 kJ/mol
* calculated total energy: -498.69901 Eh
* strongest force on any atom: 5.37 eV/A
* Kohn-Sham gap (spin up / spin down): 11.7 / 3.6 eV
* HOMO energy (spin up / spin down): -15.0 / -15.0 eV

Structure (ORCA input):
```
! RIJCOSX wB97M-V def2-TZVPD def2/J DEFGRID3
* xyz 1 2
C -0.339 0.756 -3.440
H -1.075 0.160 -4.023
H -0.106 1.645 -4.016
H 0.648 0.249 -3.231
H -0.881 1.112 -2.555
H 0.550 2.499 0.548
H -0.008 1.448 1.589
O 0.658 2.092 1.373
H 2.170 -2.146 -0.609
H 2.865 -1.276 0.467
O 2.702 -2.149 0.101
H 0.532 -2.588 2.055
H 1.154 -2.643 0.761
O 0.278 -2.427 1.172
H -4.921 0.155 0.605
H -4.437 1.481 0.886
O -4.130 0.639 0.574
H 1.695 0.532 1.046
H 3.071 0.977 1.516
O 2.718 0.308 0.930
H -1.781 0.089 1.410
H -0.552 -0.900 1.243
O -0.809 -0.012 1.598
*
```

Results of the natural (NBO) charge analysis, in e, for atoms 1 through 2: C -0.8624; H 0.2322



(7)
Molecular formula: CH16O7
Method: DFT, the ωB97M-V functional and the def2-TZVPD basis

Summary:
* energy above the lowest of the compared OMol25 structures with the same formula, charge and spin: 37.2 kJ/mol
* calculated total energy: -574.36369 Eh
* strongest force on any atom: 3.27 eV/A
* Kohn-Sham gap: 11.5 eV
* HOMO energy: -11.0 eV
* SMILES: CO.O.O.O.O.O.O

Structure (ORCA input):
```
! RIJCOSX wB97M-V def2-TZVPD def2/J DEFGRID3
* xyz 0 1
C -2.418 1.774 0.324
O -1.196 1.173 -0.025
H -2.249 2.381 1.216
H -2.758 2.479 -0.386
H -3.160 1.091 0.489
H -0.639 1.340 0.835
O 2.800 -2.151 -0.110
H 2.013 -2.428 0.431
H 3.498 -2.314 0.490
O 2.109 0.673 -0.194
H 2.400 -0.297 -0.337
H 1.711 0.949 -1.047
O 0.272 -3.089 0.866
H -0.272 -3.149 1.683
H -0.359 -2.565 0.306
O 0.479 1.040 1.865
H 1.144 1.054 1.128
H 0.914 1.549 2.527
O -0.202 1.338 -2.604
H 0.066 0.447 -2.566
H -0.436 1.571 -1.627
O -1.145 -1.196 -0.870
H -1.526 -1.427 -1.710
H -1.045 -0.243 -0.685
*
```

Results of the natural (NBO) charge analysis, in e, for atoms 1 through 2: C -0.2368; O -0.8065



(8)
Molecular formula: CH17NO6
Method: DFT, the ωB97M-V functional and the def2-TZVPD basis

Summary:
* energy above the lowest of the compared OMol25 structures with the same formula, charge and spin: 952.6 kJ/mol
* calculated total energy: -554.13496 Eh
* strongest force on any atom: 3.46 eV/A
* Kohn-Sham gap: 3.2 eV
* HOMO energy: -9.8 eV

Structure (ORCA input):
```
! RIJCOSX wB97M-V def2-TZVPD def2/J DEFGRID3
* xyz 0 1
C -1.949 -1.115 -1.330
N -1.827 -1.592 0.036
H -1.738 -1.927 -1.980
H -3.038 -0.855 -1.552
H -1.297 -0.301 -1.635
H -0.835 -1.758 0.184
H -2.079 -0.824 0.661
H -1.446 1.598 0.217
H 0.657 1.732 -0.661
O 1.573 1.394 -0.938
H -2.655 1.649 -0.738
H -2.852 2.775 -1.598
O -3.214 1.927 -1.502
H 0.789 0.408 1.903
H -0.607 0.712 1.359
O -0.102 0.069 1.912
H 3.455 1.358 1.972
H 2.038 1.320 -0.041
O 2.647 0.909 1.476
H 2.771 -0.337 1.419
H 3.391 -2.003 1.439
O 2.648 -1.461 1.237
H 1.624 -1.593 -0.077
H 1.062 -0.567 -0.963
O 0.984 -1.515 -0.799
*
```

Results of the natural (NBO) charge analysis, in e, for atoms 1 through 2: C -0.4481; N -0.5558



> Which value of strongest force on any atom does entry 5 give?

6.65 eV/A



> Number 7 is which compound?

CH16O7



> What is the strongest force on any atom in the seventh record?

3.27 eV/A